Formula: C7H13NO
Source: the OMol25 dataset
Level of theory: the ωB97M-V functional and the def2-TZVPD basis

The energy relative to the best compared isomer or geometry (same formula, charge and spin) comes out at 102.5 kcal/mol. For the molar mass, the calculation gives 127.187 g mol⁻¹. The value obtained for the highest occupied orbital energy (alpha / beta) is -8.0 / -8.0 eV. For the frontier orbital gap (alpha / beta), the calculation gives 8.032 / 8.031 eV.

Each line ends with the Löwdin charge.
Cartesian coordinates (Å):
C: 1.994 0.199 0.620  -0.1875
C: 1.085 -0.743 1.329  -0.0275
C: -0.980 -1.392 0.703  -0.1071
C: -1.174 2.054 -0.752  -0.0027
C: -1.211 -1.651 -0.657  -0.1638
C: -0.041 1.656 0.164  -0.4059
C: 0.895 0.603 -0.322  -0.3032
N: 0.647 0.012 -1.488  0.0821
O: 0.128 2.188 1.249  0.0726
H: 1.416 -0.587 -1.780  0.1020
H: 2.831 -0.272 0.105  0.1109
H: 2.336 1.034 1.226  0.1102
H: 0.689 -0.401 2.274  0.0825
H: 1.343 -1.789 1.262  0.0730
H: -0.757 -2.214 1.366  0.0647
H: -1.509 -0.577 1.181  0.0716
H: -1.839 1.203 -0.921  0.0733
H: -1.731 2.869 -0.296  0.0852
H: -0.794 2.349 -1.731  0.0871
H: -2.041 -1.145 -1.145  0.0610
H: -0.275 -0.749 -1.350  0.0582
H: -1.010 -2.648 -1.036  0.0634